{
  "formula": "C4H4S3",
  "method": "the ωB97M-V functional and the def2-TZVPD basis",
  "elements": ["C", "C", "C", "C", "S", "S", "S", "H", "H", "H", "H"],
  "coordinates": [[-1.300890, 1.579102, 0.237162], [-0.773181, 0.439543, 0.124892], [-2.831493, -0.929704, -0.115643], [0.443982, -0.303549, -0.124186], [-2.693202, -2.524379, -0.086360], [-3.044138, 1.949311, 0.136912], [-4.025869, 0.171326, -0.316702], [-0.830991, 2.388481, 0.625063], [1.213201, 0.451032, 0.122597], [0.483924, -0.614156, -1.118624], [0.514237, -1.129439, 0.568501]],
  "forces_ev_per_a": [[-2.929, -0.827, -0.255], [-2.067, -3.546, -1.281], [3.082, -0.410, 0.230], [-0.019, 1.348, 2.362], [-0.137, 0.517, -0.069], [-0.229, 0.938, 0.157], [-0.044, 0.704, 0.032], [1.528, 2.833, 0.746], [0.363, -0.606, -0.326], [0.258, -0.554, -1.620], [0.195, -0.397, 0.024]],
  "homo_lumo_gap_ev": [7.20, 7.15],
  "total_energy_ha": -1349.22473,
  "largest_force_ev_per_a": 4.30
}

***

{
  "formula": "C4H59BO29PS",
  "method": "the ωB97M-V functional and the def2-TZVPD basis",
  "elements": ["C", "O", "B", "O", "P", "O", "C", "S", "C", "C", "O", "O", "O", "H", "H", "H", "H", "H", "H", "H", "H", "H", "H", "H", "H", "H", "O", "H", "H", "O", "H", "H", "O", "H", "H", "O", "H", "H", "O", "H", "H", "O", "H", "H", "O", "H", "H", "O", "H", "H", "O", "H", "H", "O", "H", "H", "O", "H", "H", "O", "H", "H", "O", "H", "H", "O", "H", "H", "O", "H", "H", "O", "H", "H", "O", "H", "H", "O", "H", "H", "O", "H", "H", "O", "H", "H", "O", "H", "H", "O", "H", "H", "O", "H", "H"],
  "coordinates": [[1.879023, -1.373692, -0.312605], [2.055454, -1.118140, -1.693873], [1.071301, -0.334132, -2.307482], [0.483535, -0.946025, -3.412457], [0.563338, 1.474736, -1.746937], [-0.529261, 1.787725, -3.110339], [-1.830856, 1.776840, -2.659624], [-2.467722, 3.303977, -1.829482], [-1.862232, 0.555518, -1.713992], [-3.162186, 0.265156, -1.013094], [-4.090958, -0.168395, -2.021179], [-4.702743, -1.396577, -1.619285], [-0.785553, 0.689248, -0.867946], [2.856346, -1.577140, 0.110881], [1.452268, -0.538553, 0.232023], [1.261686, -2.252539, -0.118747], [0.412066, -1.889740, -3.171754], [1.559012, 1.370160, -0.687380], [1.676556, 1.909403, -2.583853], [0.282921, 2.782258, -1.203190], [-2.537204, 1.707671, -3.477423], [-1.717216, 3.425395, -0.733593], [-1.761328, -0.268559, -2.428163], [-2.982669, -0.583671, -0.366345], [-3.573745, 1.101977, -0.461078], [-5.157808, -1.200926, -0.786268], [4.056105, -2.503320, 2.030386], [3.945785, -3.297258, 2.564840], [4.948497, -2.595700, 1.676656], [5.824645, -0.051941, 3.295571], [5.172467, -0.721182, 3.052642], [6.678644, -0.451418, 3.092966], [1.983523, -1.996897, 4.155946], [1.236075, -2.365829, 3.669124], [2.723274, -2.053213, 3.537983], [6.167677, -4.563109, 2.157168], [6.053820, -5.352183, 2.696718], [7.061758, -4.641622, 1.805823], [-1.804090, 2.617781, -6.096969], [-1.025396, 2.909830, -6.584421], [-1.439696, 2.052902, -5.398025], [8.983803, -0.062866, 4.218953], [9.334292, 0.767714, 3.882679], [8.527448, 0.203823, 5.023466], [1.701567, 4.112491, -3.792844], [2.311698, 3.732703, -4.432931], [1.017312, 3.428547, -3.692252], [9.189549, 2.446422, 5.441895], [8.711278, 2.646131, 6.253107], [10.118458, 2.578448, 5.679304], [-6.874575, -0.879908, 0.872456], [-7.377924, -1.495708, 1.416246], [-7.554242, -0.375509, 0.409323], [-4.371055, 2.417129, -8.207695], [-4.945675, 2.600940, -7.457632], [-3.491576, 2.638049, -7.878155], [0.341206, -4.464112, 3.463118], [-0.071174, -4.333301, 4.324194], [1.191031, -4.868022, 3.667931], [-6.213967, 1.148459, 2.885187], [-6.430925, 0.697647, 3.706945], [-6.598318, 0.580173, 2.198545], [-7.893138, -3.074534, -0.634299], [-7.070417, -2.853621, -1.089382], [-7.616838, -3.699574, 0.043929], [-5.623208, -4.629062, -1.988178], [-6.301750, -5.013194, -2.553734], [-4.807790, -4.710134, -2.494045], [-9.098809, 0.829485, 2.671110], [-8.660867, 1.627835, 2.352062], [-9.674843, 1.138989, 3.378321], [-2.099691, 5.683551, -5.706464], [-2.740204, 5.517137, -5.006771], [-1.912671, 4.802944, -6.054183], [3.377090, 3.709196, -1.275786], [3.489344, 4.187183, -2.103476], [2.455545, 3.875681, -1.044596], [-10.197334, -2.029572, 3.908760], [-9.796038, -1.212489, 3.590908], [-10.773213, -1.756728, 4.629944], [11.774668, 2.757507, 6.797615], [12.195558, 1.982304, 7.184349], [12.276030, 3.506736, 7.135688], [-4.306519, -0.855068, -4.791208], [-4.492805, -1.280230, -3.944969], [-4.727755, -1.410931, -5.454542], [8.494925, -3.193313, 4.008135], [7.699377, -3.296344, 4.540169], [8.707976, -2.253276, 4.076866], [-1.039501, -3.193701, -2.801069], [-1.441762, -3.888983, -2.271303], [-1.776349, -2.648570, -3.104463], [4.521961, 4.379375, 1.691381], [4.182930, 3.990502, 0.873435], [5.402728, 4.002836, 1.780695]],
  "forces_ev_per_a": [[0.720, 0.044, 0.344], [-0.780, -0.029, 0.221], [-0.387, -0.198, -0.668], [-0.135, -0.230, 0.446], [3.145, -1.105, 0.079], [-0.608, 0.737, -0.277], [0.078, -0.241, 0.809], [-0.422, 0.576, -0.373], [-0.502, 0.387, -1.016], [0.173, -0.450, -0.041], [-0.396, 0.313, 0.234], [0.084, -0.437, -0.074], [-0.404, 0.475, 0.606], [0.125, -0.035, 0.100], [-0.158, 0.247, -0.076], [-0.186, -0.145, -0.262], [0.345, 0.232, -0.523], [-0.348, -0.191, 0.279], [-0.248, 0.561, 0.142], [-0.439, -0.002, -0.338], [-0.248, -0.220, -0.263], [0.210, -0.318, -0.020], [0.358, -0.393, 0.030], [0.072, -0.121, 0.375], [-0.099, 0.194, 0.105], [-0.134, 0.297, 0.053], [0.011, 0.111, 0.334], [0.182, -0.106, -0.179], [-0.052, -0.142, -0.044], [0.115, -0.199, 0.053], [-0.100, 0.083, -0.045], [0.026, 0.107, 0.052], [0.070, -0.255, 0.092], [0.067, 0.019, -0.053], [-0.140, 0.365, -0.066], [0.007, -0.188, -0.005], [0.005, 0.033, -0.038], [0.016, 0.154, 0.105], [0.128, 0.096, -0.262], [0.066, -0.161, 0.077], [-0.018, 0.091, 0.128], [-0.062, -0.571, -0.120], [-0.106, 0.029, 0.072], [0.029, 0.189, -0.083], [-0.086, 0.209, -0.423], [-0.037, -0.064, 0.076], [0.091, 0.070, 0.268], [0.081, 0.091, 0.113], [-0.041, 0.061, -0.100], [-0.028, 0.025, 0.107], [0.093, 0.508, 0.226], [-0.014, -0.105, -0.179], [-0.016, -0.209, -0.159], [-0.023, 0.141, -0.044], [0.057, -0.060, -0.003], [0.002, -0.159, 0.149], [-0.060, -0.073, 0.066], [0.005, 0.017, -0.043], [-0.016, 0.069, -0.015], [-0.132, 0.139, -0.011], [0.012, 0.042, -0.035], [0.388, -0.145, 0.078], [-0.113, -0.125, -0.010], [0.005, -0.076, -0.027], [0.015, -0.053, -0.118], [-0.028, -0.096, -0.062], [-0.009, 0.047, 0.054], [-0.015, 0.104, 0.057], [-0.384, -0.067, 0.082], [0.209, -0.093, 0.130], [0.011, 0.098, -0.091], [-0.136, 0.078, -0.203], [0.145, -0.043, 0.063], [-0.082, -0.032, 0.286], [0.331, 0.305, 0.464], [-0.217, -0.095, -0.042], [-0.088, -0.267, -0.201], [-0.009, 0.101, 0.077], [0.051, -0.023, -0.128], [0.027, -0.055, -0.031], [0.136, -0.019, 0.109], [-0.063, -0.008, -0.065], [-0.069, 0.014, -0.075], [-0.046, -0.244, -0.136], [-0.001, 0.242, 0.074], [0.039, 0.051, 0.014], [-0.030, -0.004, 0.090], [-0.008, 0.012, -0.103], [0.101, 0.145, -0.077], [-0.291, -0.308, -0.052], [0.080, 0.080, 0.059], [0.127, 0.156, 0.032], [0.112, -0.013, -0.017], [-0.062, 0.072, -0.170], [-0.080, -0.041, 0.032]],
  "charge": -1,
  "homo_lumo_gap_ev": 4.98,
  "total_energy_ha": -3134.07774,
  "largest_force_ev_per_a": 3.33
}

***

{
  "formula": "C4H5AuO4",
  "method": "the ωB97M-V functional and the def2-TZVPD basis",
  "elements": ["O", "C", "O", "O", "C", "C", "O", "C", "Au", "H", "H", "H", "H", "H"],
  "coordinates": [[2.328129, -0.199811, 0.818507], [1.609679, -0.229007, -0.107320], [1.233743, -0.674230, -1.151837], [-0.248431, 0.806366, 0.239201], [-1.066605, 0.058551, 0.993848], [-1.742681, -0.959812, 0.438776], [-1.683931, -1.069551, -0.943280], [-1.797664, -2.386351, -1.474114], [-0.669260, 0.486676, -1.658753], [-0.998161, 0.149766, 2.082505], [-2.256666, -1.753330, 0.978533], [-1.772361, -2.290800, -2.564559], [-0.960083, -3.012172, -1.136608], [-2.748770, -2.828830, -1.148559]],
  "forces_ev_per_a": [[-2.060, 1.251, -0.922], [4.037, -3.369, -0.146], [0.910, 0.630, 1.534], [-2.444, -0.645, 4.259], [3.035, 2.511, 0.303], [-1.304, -1.945, -2.500], [-1.774, -1.840, 4.264], [-0.314, -1.708, -0.778], [-0.050, 4.103, -5.705], [-0.067, 0.212, -0.328], [0.054, 0.223, -0.098], [-0.072, 0.037, 0.338], [-0.174, 0.341, -0.071], [0.224, 0.199, -0.150]],
  "multiplicity": 4,
  "s_squared": 3.766,
  "charge": 1,
  "homo_lumo_gap_ev": [7.50, 6.75],
  "total_energy_ha": -591.54467,
  "largest_force_ev_per_a": 7.03
}

***

{
  "formula": "C4H5BO",
  "method": "the ωB97M-V functional and the def2-TZVPD basis",
  "elements": ["B", "C", "C", "C", "C", "O", "H", "H", "H", "H", "H"],
  "coordinates": [[-3.436224, -0.221114, -0.008964], [2.029298, 0.301348, -0.079877], [0.767651, 0.962722, 0.038712], [1.795692, -1.012868, -0.078903], [-0.116464, -0.028711, -0.038974], [0.425837, -1.227762, 0.007089], [-4.257758, -0.089711, -0.775621], [-3.131706, 0.199176, 0.988797], [2.892875, 0.902199, -0.103890], [0.440764, 1.935611, 0.103885], [2.590040, -1.720887, -0.052256]],
  "forces_ev_per_a": [[1.415, -0.463, -0.554], [-0.928, 1.349, 0.418], [-0.426, -0.968, -0.618], [0.250, 0.689, 0.215], [-1.189, -0.756, 0.665], [1.006, -1.219, -0.620], [-1.079, 0.047, -0.841], [0.093, 0.535, 1.471], [1.303, -0.124, -0.071], [0.076, 2.159, 0.007], [-0.519, -1.249, -0.072]],
  "homo_lumo_gap_ev": [8.83, 6.70],
  "total_energy_ha": -255.22943,
  "largest_force_ev_per_a": 2.16
}

***

{
  "formula": "C4H5BO",
  "method": "the ωB97M-V functional and the def2-TZVPD basis",
  "elements": ["B", "C", "C", "C", "C", "O", "H", "H", "H", "H", "H"],
  "coordinates": [[2.017185, -1.187542, -0.012380], [-1.070241, 1.009032, 0.018107], [0.312728, 1.067384, -0.024485], [-1.930814, -0.173534, -0.067299], [1.201141, -0.008918, 0.100627], [-1.510540, -1.297379, 0.129933], [3.084421, -1.336606, -0.611879], [1.585062, -2.030424, 0.718717], [-1.467182, 1.960770, 0.068891], [0.709978, 2.052706, 0.028138], [-2.931743, -0.055489, -0.348375]],
  "forces_ev_per_a": [[1.405, -1.502, 0.510], [0.687, -1.166, -0.584], [1.080, -2.715, 1.227], [2.436, -0.503, 0.466], [-2.189, 3.106, -1.327], [0.086, -0.057, -0.039], [-1.019, 0.154, 0.101], [0.435, -0.369, -0.010], [-1.480, 1.688, -0.130], [0.520, 0.782, 0.113], [-1.961, 0.582, -0.327]],
  "multiplicity": 3,
  "s_squared": 2.051,
  "homo_lumo_gap_ev": [8.05, 7.96],
  "total_energy_ha": -255.32509,
  "largest_force_ev_per_a": 4.03
}

***

{
  "formula": "C4H5Br2O3",
  "method": "the ωB97M-V functional and the def2-TZVPD basis",
  "elements": ["C", "C", "C", "C", "O", "O", "O", "Br", "Br", "H", "H", "H", "H", "H"],
  "coordinates": [[-3.304034, -1.141068, 0.402565], [2.261475, 1.881456, -0.032591], [-1.896370, -1.083620, -0.031474], [1.516839, 0.608059, -0.268619], [-4.331410, -1.681125, 0.555168], [-2.555293, -0.323593, 1.103006], [-1.096016, -2.163297, 0.246382], [2.888071, -0.919696, 0.077845], [1.139878, 0.342193, -2.243181], [3.252571, 2.034431, -0.533273], [1.494557, 2.639120, -0.229551], [2.530845, 1.967991, 1.141782], [-1.706210, -0.316861, -0.765615], [-0.194902, -1.843984, 0.577559]],
  "forces_ev_per_a": [[2.573, -0.492, 0.443], [1.066, 0.315, 2.176], [-0.979, -0.445, -0.395], [-0.333, -1.222, 0.623], [-2.097, -0.490, -0.318], [0.105, 0.466, 0.842], [0.859, 1.784, 0.661], [-0.005, 0.109, 0.152], [0.073, 0.454, -0.113], [-0.846, 0.113, -0.073], [0.542, 0.370, -0.188], [-0.798, -0.371, -2.498], [1.148, -0.359, -0.346], [-1.308, -0.233, -0.965]],
  "charge": -1,
  "homo_lumo_gap_ev": 6.72,
  "total_energy_ha": -5529.11878,
  "largest_force_ev_per_a": 2.66
}

***

{
  "formula": "C4H5BrClN",
  "method": "the ωB97M-V functional and the def2-TZVPD basis",
  "elements": ["C", "C", "Cl", "C", "N", "C", "Br", "H", "H", "H", "H", "H"],
  "coordinates": [[0.640181, -0.097098, -1.207127], [-0.359263, 0.412138, -0.124856], [-1.984787, 0.415262, -0.861277], [-0.085620, 1.687169, 0.394527], [0.150484, 2.625248, 0.995860], [-0.497210, -0.866774, 1.147324], [1.233753, -1.186819, 1.779351], [1.527960, -0.379925, -0.843059], [0.853722, 0.612402, -2.097832], [0.427177, -1.078299, -1.686580], [-0.771700, -1.705125, 0.706757], [-1.134696, -0.438179, 1.796911]],
  "forces_ev_per_a": [[-2.281, 1.070, -2.928], [-0.234, -4.944, -0.747], [-0.415, 0.153, -0.021], [0.328, 0.020, 0.859], [0.252, 1.190, 0.356], [3.504, 5.298, -2.909], [0.851, -0.123, 0.924], [3.605, -0.125, 2.056], [-0.687, -0.790, 1.723], [-1.175, 0.678, 0.374], [-1.756, -3.481, -2.203], [-1.991, 1.054, 2.516]],
  "homo_lumo_gap_ev": 11.06,
  "total_energy_ha": -3244.31097,
  "smiles": "C[C@](Cl)(C#N)CBr",
  "largest_force_ev_per_a": 6.99
}

***

{
  "formula": "C4H5BrO2",
  "method": "the ωB97M-V functional and the def2-TZVPD basis",
  "elements": ["C", "C", "O", "C", "Br", "C", "O", "H", "H", "H", "H", "H"],
  "coordinates": [[-0.405703, 0.966868, -0.087015], [0.390254, -0.288785, 0.025348], [-0.376505, -1.442592, -0.167432], [1.750822, -0.423851, 0.128569], [3.196759, 0.782749, 0.151222], [2.309150, -2.099705, -0.008787], [3.415839, -2.223249, -0.293106], [-0.817260, 1.045441, 0.971676], [-1.142849, 0.811492, -0.862973], [0.187405, 1.779445, -0.284248], [-1.093394, -1.097282, -0.793990], [1.511106, -2.817859, 0.227656]],
  "forces_ev_per_a": [[-0.853, -2.307, 2.573], [2.552, 0.001, -0.952], [-1.024, 1.553, -1.005], [-1.343, -3.898, -0.370], [-0.871, 0.007, 0.109], [-3.827, 4.822, 1.291], [3.289, -1.487, -0.860], [-0.256, 0.411, -1.513], [-0.528, 0.366, 0.040], [1.384, 2.013, -0.495], [1.208, -1.237, 1.383], [0.268, -0.245, -0.199]],
  "homo_lumo_gap_ev": 9.29,
  "total_energy_ha": -2879.83046,
  "smiles": "C/C(O)=C(\\Br)C=O",
  "largest_force_ev_per_a": 6.29
}

***

{
  "formula": "C4H5BrO2",
  "method": "the ωB97M-V functional and the def2-TZVPD basis",
  "elements": ["C", "C", "O", "C", "Br", "C", "O", "H", "H", "H", "H", "H"],
  "coordinates": [[-0.494713, -0.749463, 0.581572], [0.309643, 0.438021, 0.099885], [0.898376, 0.352233, -1.126884], [0.336795, 1.564164, 0.732327], [0.006702, 1.932325, 2.518115], [1.188366, 2.908854, -0.003565], [1.848036, 3.688313, 0.589002], [-1.267443, -0.547574, 1.283320], [0.099337, -1.506886, 1.223385], [-0.724580, -1.061800, -0.449347], [0.922499, -0.593399, -1.354702], [0.902566, 3.078034, -1.094206]],
  "forces_ev_per_a": [[2.668, -1.028, -0.351], [-0.798, -1.365, 0.768], [-0.087, -0.846, -0.052], [3.068, 5.306, -0.784], [-0.472, -0.294, 0.312], [-2.591, -2.010, -0.146], [0.312, -0.058, 0.494], [-1.113, 0.710, -0.218], [-0.352, 0.882, -1.662], [-1.141, -1.262, 0.940], [0.091, 0.506, -0.183], [0.415, -0.541, 0.881]],
  "homo_lumo_gap_ev": 9.48,
  "total_energy_ha": -2879.82964,
  "smiles": "C/C(O)=C(\\Br)C=O",
  "largest_force_ev_per_a": 6.18
}